(1)
# C27H30Cl3N2PtS2SbSi2

C27H30Cl3N2PtS2SbSi2 as an isolated structure at a distorted geometry (ωB97M-V/def2-TZVPD, the Open Molecules 2025 dataset).

XYZ file:
```
68
Properties=species:S:1:pos:R:3:forces:R:3
Pt 1.0096 -1.6380 0.4829 -0.2124 -1.1213 0.2794
Sb -1.0552 0.1900 -0.7151 0.2902 0.1380 -0.4135
Cl 4.2705 -2.7311 1.7370 0.1131 -0.0546 0.2743
Cl 4.1423 0.3599 0.5450 0.0140 0.2517 0.1669
Cl 4.4554 -2.1537 -1.3843 -0.0064 0.0467 0.0108
S -1.4796 -1.6848 0.5627 0.4967 0.1606 0.0042
S 2.6695 3.1882 5.9373 -1.3961 -0.6082 -0.6526
Si 0.7535 -3.4811 -1.0373 0.2911 0.2340 -0.5221
Si 3.3492 -1.5584 0.2811 -0.8354 -0.4196 -0.4798
N 0.0427 3.2419 5.7949 0.3487 -1.1947 -0.2599
N 1.0139 -0.6400 2.6123 -0.0984 1.0101 0.7132
C 0.4824 -0.7280 -4.7126 0.0251 0.0780 -0.1001
C -0.9095 3.9530 1.5375 -0.1069 0.0587 0.0391
C -5.6214 1.1012 -2.2391 -0.0541 0.0045 -0.0281
C 2.1989 0.5669 -3.6422 0.0374 0.0785 -0.0133
C 1.3760 -4.9623 0.0236 -0.1793 0.7319 -0.5845
C 2.2375 0.6922 4.1829 -0.7256 1.2124 1.0029
C -4.0456 0.6544 -0.4909 0.0414 -0.0244 0.2401
C 0.1965 0.0207 -2.4543 -0.6578 0.1357 0.4698
C 0.3975 4.0002 1.9940 0.0004 0.0718 0.0586
C -5.3448 0.9037 -0.8955 -0.0605 0.0054 0.0394
C -0.2756 -0.6785 -3.5532 -0.1660 -0.1263 0.0087
C -0.0920 0.0261 3.0000 0.1824 -0.8476 -0.4594
C 1.1784 2.5656 5.3961 1.6252 3.7574 2.7387
C 1.4318 0.6444 -2.4917 0.0922 0.1643 0.0865
C 1.2966 3.0073 1.6438 0.1138 0.0275 -0.1057
C -3.0193 0.6409 -1.4228 0.5562 0.0277 0.0905
C 1.7182 -3.2896 -2.6947 -0.3010 -0.2179 0.6298
C -3.2937 0.8530 -2.7626 0.1679 0.0701 -0.1413
C 2.1486 -0.3178 3.2726 -0.5717 -0.6835 -0.7620
C -4.5993 1.0679 -3.1720 -0.0649 0.0297 -0.1172
C -1.3249 2.9083 0.7273 -0.2023 -0.0036 -0.1253
C 1.0999 1.4724 4.5210 -0.5538 -3.3452 -2.4737
C -1.0213 -3.9770 -1.6231 0.6416 0.3092 0.4391
C 0.8836 1.9549 0.8466 0.2212 -0.0475 -0.0570
C -0.4220 1.9128 0.3922 -0.2486 -0.7081 -0.4149
C 1.7171 -0.0990 -4.7575 -0.0443 -0.1108 -0.0709
C -0.1089 1.0433 3.9098 1.0128 0.9900 1.1596
H -1.0279 -0.2854 2.5533 0.1440 -0.0171 -0.1935
H 1.8020 1.1995 -1.6411 0.0610 -0.0152 0.0537
H -1.4968 -3.1912 -2.2073 -0.0162 0.0920 -0.0470
H 0.1948 3.9191 6.5280 0.1334 -0.0093 -0.1050
H -1.2245 -1.1987 -3.4952 -0.0211 0.0159 -0.1224
H -6.1402 0.9386 -0.1657 -0.0640 -0.0337 0.0480
H 2.3961 -4.1308 -2.7972 0.2504 -0.1788 -0.0662
H -0.7808 2.6741 5.9295 -0.1994 0.1091 -0.1710
H 3.0169 -0.9198 3.0603 0.0811 -0.0005 -0.1629
H 3.1678 1.0429 -3.6717 0.0735 0.0281 0.0229
H -1.0449 1.5414 4.1132 -0.0799 0.0450 -0.0370
H -6.6369 1.2766 -2.5605 -0.0933 0.0209 -0.0222
H 3.1795 0.9094 4.6605 0.0811 0.0181 -0.0132
H -1.6116 4.7276 1.8134 -0.0119 0.0532 0.0024
H 2.3071 -0.1380 -5.6633 0.0263 -0.0054 0.0027
H 0.1089 -1.2438 -5.5867 -0.0180 -0.0880 0.0222
H -3.8246 0.4587 0.5522 -0.0765 -0.0072 0.0408
H -2.3426 2.8773 0.3547 -0.0089 0.0095 0.0406
H 1.0521 -3.3033 -3.5496 -0.2964 -0.0832 -0.0980
H -2.4916 0.8483 -3.4881 -0.0065 0.0239 -0.0786
H 1.2958 -5.8691 -0.5665 -0.0328 -0.2632 -0.1618
H 2.3105 -2.3834 -2.7513 -0.0448 0.0624 0.0417
H -0.9598 -4.8668 -2.2454 0.1817 -0.1558 -0.1485
H 2.4091 -4.8428 0.3295 0.2222 0.0683 0.0461
H 0.7136 4.8116 2.6302 0.0572 0.1119 0.0908
H -1.6741 -4.1982 -0.7855 -0.1135 -0.0449 0.1240
H -4.8169 1.2088 -4.2212 -0.0117 0.0322 -0.0477
H 1.5746 1.1531 0.6101 0.0276 0.0771 0.0065
H 2.3164 3.0374 1.9944 0.1400 0.0308 0.0707
H 0.7717 -5.0826 0.9154 -0.1707 0.0234 0.1916
```
Positions in Å, forces in eV/Å.

Summary:
Frontier orbital gap (eV): 6.644
Energy relative to the best compared isomer or geometry (same formula, charge and spin) (eV): 0.993
Max |F| (eV/Å): 4.93
Electronic energy (hartree): -4272.09303

---

(2)
# C4H4FN

C4H4FN in the gas phase at a distorted geometry (ωB97M-V/def2-TZVPD, the Open Molecules 2025 dataset).

XYZ file:
```
10
Properties=species:S:1:pos:R:3:forces:R:3
F 0.4988 1.2012 -0.9462 0.6761 0.9263 -0.0840
N -2.4826 1.0782 -0.5677 -0.4662 0.3151 0.1625
C -1.7576 0.2270 -0.3227 0.7417 -0.9871 -0.7259
C 1.1567 0.6089 0.1178 -1.2674 0.1517 0.3362
C 0.3972 -0.6787 0.3152 1.0057 0.7006 0.1400
C -0.8396 -0.8798 -0.0857 -1.2288 1.0990 0.3364
H 0.9134 -1.4897 0.7437 0.7716 -1.0152 0.1635
H 1.1905 1.2953 0.9793 -0.5820 -0.1708 -0.1097
H 2.1933 0.4951 -0.1246 0.5955 -0.6229 -0.4834
H -1.2699 -1.8575 -0.1089 -0.2461 -0.3968 0.2646
```
Positions in Å, forces in eV/Å.

Summary:
SMILES: N#C/C=C\CF
Frontier orbital gap (eV): 10.828
Energy relative to the best compared isomer or geometry (same formula, charge and spin) (eV): 1.014
Max |F| (eV/Å): 1.68
Electronic energy (hartree): -309.38454

---

(3)
# C4H8

A 2-piece molecular cluster, C4H8 overall at a distorted geometry (ωB97M-V/def2-TZVPD, the Open Molecules 2025 dataset).

XYZ file:
```
12
Properties=species:S:1:pos:R:3:forces:R:3
C -1.5375 -0.7951 -1.1994 0.7534 -0.7117 1.1778
C 0.8712 1.1434 1.2702 -0.0100 -0.1086 0.2586
C 1.0453 -0.0938 1.7121 0.7537 0.0833 -0.4423
C -0.5122 -0.2352 -1.8182 -0.4218 0.2717 -0.6923
H 1.7726 -0.2416 2.4988 0.0158 -0.2083 0.0916
H -2.1072 -0.2905 -0.4269 -0.4050 0.3558 -0.5474
H 0.6926 -0.9847 1.2061 -0.5472 0.1369 0.2248
H 0.1922 -0.8077 -2.4108 -0.1265 -0.0153 -0.0428
H -1.6225 -1.8766 -1.1604 -0.1003 0.0020 -0.2013
H -0.4313 0.8413 -1.8841 0.2917 0.0846 0.2877
H 0.1552 1.4134 0.5059 0.1594 -0.0674 -0.1685
H 1.4816 1.9271 1.7065 -0.3632 0.1769 0.0541
```
Positions in Å, forces in eV/Å.

Summary:
SMILES: C=C.C=C
Frontier orbital gap (eV): 11.372
Energy relative to the best compared isomer or geometry (same formula, charge and spin) (eV): 1.583
Max |F| (eV/Å): 1.57
Electronic energy (hartree): -157.12579

---

Number 1: molar mass 926.05 g mol⁻¹, LUMO energy -1.4775 eV. Number 2: molar mass 85.08 g mol⁻¹, LUMO energy 0.4180 eV. Number 3: molar mass 56.11 g mol⁻¹, LUMO energy 1.3183 eV.